ORCA calculation (the ωB97M-V functional and the def2-TZVPD basis) on a molecular structure, C20H20AuCl5N3Si.

Results
**HOMO-LUMO gap (spin up / spin down)**: 8.893 / 6.249 eV
**DFT total energy**: -99711.6535 eV
**Energy relative to the best compared isomer or geometry (same formula, charge and spin)**: 3.9 kcal/mol
**<S²>**: 2.046
**Lowest unoccupied orbital energy (spin up / spin down)**: -2.333 / -5.379 eV
**Net charge**: +1
**Spin multiplicity**: 3

Cartesian coordinates (Å):
Au -0.79 0.48 0.65
Cl -2.21 -2.64 0.58
C -0.74 -2.50 -0.32
C -0.09 -1.28 -0.39
C 1.06 -1.19 -1.16
Cl 1.89 0.33 -1.27
C 1.57 -2.29 -1.85
Cl 3.00 -2.15 -2.78
C 0.90 -3.51 -1.76
Cl 1.52 -4.88 -2.59
C -0.26 -3.62 -1.00
Cl -1.09 -5.12 -0.90
C -1.98 2.23 -3.62
Si -2.57 1.70 -1.93
C -4.06 2.64 -1.30
C -2.94 -0.11 -1.98
N -1.21 1.96 -0.74
C -0.55 3.12 -0.61
C 0.66 3.20 0.16
C 1.35 4.38 0.29
C 0.86 5.54 -0.32
C -0.32 5.50 -1.07
C -1.01 4.33 -1.22
H -2.70 1.89 -4.36
H -1.03 1.73 -3.85
H -1.84 3.30 -3.76
H -4.93 2.36 -1.90
H -3.96 3.72 -1.34
H -4.28 2.35 -0.27
H -3.74 -0.27 -2.72
H -3.30 -0.51 -1.03
H -2.08 -0.70 -2.31
H 1.05 2.29 0.61
H 2.26 4.41 0.86
H 1.40 6.47 -0.21
H -0.69 6.41 -1.52
H -1.93 4.32 -1.78
N 1.85 -0.40 2.21
C 0.77 -0.79 2.95
C 0.95 -1.42 4.19
C -0.14 -1.74 4.96
C -1.42 -1.44 4.49
C -1.53 -0.83 3.27
N -0.46 -0.51 2.50
H 2.75 -0.76 2.48
H 1.74 -0.23 1.22
H 1.96 -1.63 4.53
H 0.00 -2.22 5.92
H -2.31 -1.67 5.06
H -2.50 -0.58 2.86